13
Properties=species:S:1:pos:R:3:mulliken_charge:R:1 method="wB97M-V/def2-TZVPD" lumo_ha=0.02988 total_charge=0 e_tot_ha=-340.7612 homo_lumo_gap_ev=8.35 fmax_ev_per_a=0.26 spin_multiplicity=1 de_lowest_kcal_mol=21.2 smiles=Nc1ccc(O)[nH]1
O -2.265 0.959 -0.837 -0.531
N 1.281 -0.915 1.737 -0.593
N -0.688 0.026 0.594 -0.072
C 0.641 -0.402 0.588 0.024
C 1.124 -0.201 -0.675 -0.557
C -1.007 0.487 -0.647 0.305
C 0.080 0.374 -1.470 -0.422
H 0.120 0.660 -2.513 0.374
H -1.326 0.006 1.372 0.197
H 0.732 -1.632 2.194 0.269
H 2.125 -0.448 -1.006 0.408
H -2.325 1.275 -1.747 0.337
H 1.508 -0.187 2.410 0.260